ORCA calculation (the ωB97M-V functional and the def2-TZVPD basis) on a cluster of 14 separate species, C56H154N14O14 in total.

Each line ends with the Mulliken charge.
Element x y z (Å)
C -7.2579 -4.0540 -4.2278  -1.76
C -6.5965 -2.8760 -3.4757  1.47
C -7.4619 -2.4860 -2.3254  -1.25
O -6.9381 -1.3151 -1.6452  -0.47
C -7.8246 -0.7228 -0.7753  -1.00
N -5.2474 -3.2205 -3.0131  -0.58
H -8.1935 -3.7880 -4.7197  0.42
H -7.3877 -4.9016 -3.5548  0.41
H -6.5675 -4.3984 -4.9977  0.41
H -6.5378 -2.0255 -4.1550  -0.12
H -7.7855 -3.2908 -1.6654  0.37
H -8.4614 -2.2383 -2.6829  0.41
H -8.7272 -0.3587 -1.2660  0.35
H -7.3934 0.1624 -0.3077  0.31
H -8.2566 -1.4103 -0.0481  0.36
H -4.7710 -2.3508 -2.8214  0.01
H -4.7022 -3.5488 -3.7974  0.28
C -0.9316 -2.1430 -6.2373  -1.37
C -0.0693 -2.9018 -5.1968  1.88
C -0.2978 -4.4275 -5.0590  -0.99
O -1.6507 -4.8343 -4.8346  -0.46
C -2.1533 -4.2954 -3.6231  -0.35
N 1.3507 -2.7028 -5.4593  -0.48
H -2.0101 -2.2062 -6.0930  0.10
H -0.7936 -2.5701 -7.2305  0.49
H -0.5619 -1.1192 -6.2957  0.23
H -0.2745 -2.4297 -4.2360  -0.74
H 0.3482 -4.7932 -4.2608  0.34
H 0.0470 -4.9655 -5.9420  0.39
H -2.3862 -3.2322 -3.6815  -0.09
H -1.5046 -4.4630 -2.7634  0.00
H -3.0323 -4.8895 -3.3732  0.54
H 1.9124 -3.2016 -4.7842  0.21
H 1.6347 -2.9564 -6.3948  0.28
C -2.9577 2.2703 -7.6430  -1.03
C -3.3221 1.3321 -8.7989  0.79
C -4.5109 0.3796 -8.5079  -0.94
O -4.1542 -0.4332 -7.3832  -0.10
C -5.2217 -1.2357 -6.8891  -0.68
N -3.5993 2.2509 -9.9058  -0.82
H -2.5101 1.7042 -6.8261  -0.09
H -3.8496 2.7848 -7.2852  0.34
H -2.1619 2.9610 -7.9217  0.40
H -2.4441 0.7589 -9.0967  0.18
H -4.7939 -0.3095 -9.3035  0.41
H -5.4458 0.9187 -8.3553  0.40
H -5.9656 -0.6540 -6.3447  0.39
H -4.8254 -1.8701 -6.0963  -0.07
H -5.6952 -1.9477 -7.5651  0.38
H -4.4436 2.7996 -9.8276  0.28
H -2.9967 3.0587 -9.8403  0.27
C -0.3059 -7.2749 3.8085  -1.53
C 0.2732 -6.0970 4.6924  0.99
C -0.6541 -4.9304 5.0969  -0.67
O -1.1068 -4.2593 3.9195  -0.16
C -1.7226 -2.9461 4.0428  -0.81
N 0.8882 -6.6930 5.8777  -0.73
H -0.9197 -6.8548 3.0118  0.30
H -0.9761 -7.9120 4.3855  0.39
H 0.5298 -7.8093 3.3566  0.40
H 1.1234 -5.7205 4.1237  -0.08
H -0.0180 -4.3294 5.7467  0.20
H -1.5754 -5.3252 5.5252  0.33
H -1.1508 -2.1238 4.4727  0.33
H -2.6817 -2.8826 4.5567  0.43
H -1.9830 -2.7656 2.9999  0.07
H 1.6474 -7.2666 5.5391  0.30
H 1.3067 -6.0388 6.5233  0.26
C 1.0671 0.5515 0.9733  -0.33
C 0.5584 1.3736 -0.1745  1.29
C 0.1004 0.4869 -1.3730  -0.56
O -0.2147 1.2409 -2.4901  0.31
C -0.7363 0.4561 -3.5358  -0.25
N -0.6345 2.0601 0.1958  0.78
H 0.2809 -0.0346 1.4493  0.45
H 1.5161 1.1803 1.7421  -1.13
H 1.6887 -0.2690 0.6147  -0.01
H 1.2548 2.1547 -0.4797  0.01
H -0.6662 -0.2513 -1.1373  -0.23
H 0.9582 -0.1284 -1.6445  0.39
H -0.9662 1.1119 -4.3756  -0.30
H -1.6707 0.0358 -3.1638  0.12
H -0.0342 -0.3317 -3.8087  0.29
H -1.3714 1.3727 0.2629  -0.72
H -0.8169 2.5361 -0.6761  -0.65
C 2.6300 -4.7722 1.1800  -0.16
C 1.5394 -4.8078 0.0192  0.00
C 0.2976 -3.9051 0.3458  -0.59
O -0.4921 -3.4508 -0.8051  0.05
C -1.6344 -2.6271 -0.4742  -1.03
N 2.2365 -4.4290 -1.2072  -0.59
H 3.2738 -5.6513 1.1512  0.50
H 2.1070 -4.8240 2.1349  -0.41
H 3.2306 -3.8627 1.1631  -0.27
H 1.0867 -5.7907 -0.1113  0.69
H 0.5786 -2.9758 0.8412  -0.06
H -0.3780 -4.4439 1.0102  0.49
H -2.4189 -3.3080 -0.1441  0.84
H -2.0290 -2.1422 -1.3671  -0.14
H -1.4525 -1.9471 0.3581  0.35
H 2.6491 -5.2694 -1.5861  0.29
H 1.4354 -4.1752 -1.7675  -0.06
C -5.0861 1.7177 -1.7200  -1.80
C -4.2216 0.7747 -0.9143  1.65
C -4.6199 0.7895 0.6483  -0.84
O -3.7511 -0.0970 1.3375  -0.12
C -3.9148 0.1067 2.7239  -0.43
N -4.3699 -0.5486 -1.3835  -0.04
H -4.8153 2.7708 -1.6442  0.40
H -6.1568 1.5683 -1.5806  0.21
H -4.9672 1.5217 -2.7856  0.52
H -3.1756 1.0375 -1.0719  -1.11
H -5.6617 0.4855 0.7501  0.32
H -4.5384 1.8119 1.0172  0.45
H -4.9202 -0.0182 3.1260  0.35
H -3.7015 1.1134 3.0833  0.12
H -3.4257 -0.7049 3.2626  -0.05
H -4.0827 -1.0468 -0.5533  -0.01
H -5.3392 -0.7728 -1.5578  0.74
C 2.9887 2.1316 -4.8820  -1.33
C 2.1340 1.6441 -6.1042  1.63
C 2.2339 2.6564 -7.3067  -0.95
O 1.7250 3.9732 -6.9548  -0.50
C 0.3726 3.9184 -6.5522  -0.52
N 2.4920 0.2805 -6.4313  -0.61
H 4.0567 2.2135 -5.0841  0.47
H 2.9600 1.4351 -4.0441  0.26
H 2.5213 3.0333 -4.4862  0.34
H 1.0756 1.6339 -5.8439  -0.70
H 1.7394 2.3330 -8.2226  0.36
H 3.2772 2.8298 -7.5704  0.40
H -0.1592 3.0772 -6.9967  0.29
H -0.2037 4.8239 -6.7423  0.47
H 0.2819 3.7338 -5.4818  -0.07
H 3.4967 0.1874 -6.4757  0.29
H 2.1753 -0.3896 -5.7452  0.13
C 6.4753 -1.1664 3.4519  -1.24
C 5.3246 -1.0360 4.4555  1.42
C 4.0304 -1.8229 4.1911  0.20
O 3.0325 -1.2657 5.0306  -0.15
C 1.7134 -1.3406 4.4648  -0.39
N 5.8565 -1.4864 5.7574  -0.73
H 6.0267 -0.7809 2.5363  0.08
H 6.8545 -2.1867 3.3955  0.38
H 7.3090 -0.5105 3.7027  0.36
H 5.0162 0.0028 4.5730  -0.47
H 4.1236 -2.9077 4.2424  0.34
H 3.7651 -1.6776 3.1439  -0.80
H 1.0039 -0.9929 5.2157  -0.02
H 1.4189 -2.3747 4.2860  0.26
H 1.6975 -0.6928 3.5884  0.34
H 6.4365 -0.8077 6.2296  0.29
H 5.0898 -1.6968 6.3803  0.25
C 5.5628 -2.5965 -0.5572  -1.93
C 4.4974 -1.6028 -0.1116  2.09
C 4.9706 -0.0493 -0.0693  -0.01
O 5.3762 0.3617 -1.3761  -0.45
C 5.1438 1.7015 -1.6221  -0.22
N 3.2401 -1.8495 -0.8999  0.18
H 6.5094 -2.4242 -0.0450  0.46
H 5.6635 -2.4679 -1.6348  0.38
H 5.3285 -3.6314 -0.3076  0.35
H 4.1687 -1.8034 0.9081  -1.47
H 5.8113 0.1436 0.5972  0.53
H 4.1616 0.5742 0.3113  -0.37
H 5.3145 1.8970 -2.6807  0.27
H 5.6988 2.4334 -1.0352  0.21
H 4.0884 1.9215 -1.4617  -0.08
H 3.3004 -1.6899 -1.8953  0.24
H 2.9649 -2.8210 -0.8749  0.01
C 2.7954 2.6694 4.5551  -0.51
C 3.3609 3.6473 3.5843  0.22
C 3.9600 2.8320 2.3089  -0.03
O 5.0837 2.0056 2.6869  0.38
C 6.2852 2.6733 2.7127  -0.98
N 2.3259 4.5933 3.2157  -0.45
H 2.4615 3.1497 5.4748  0.47
H 3.4517 1.8473 4.8406  -0.17
H 1.9665 2.0841 4.1569  -0.19
H 4.2149 4.2240 3.9394  0.33
H 4.2327 3.5404 1.5267  0.68
H 3.1287 2.1944 2.0079  -1.04
H 7.0407 2.0433 3.1822  0.16
H 6.2410 3.4997 3.4220  0.32
H 6.7386 2.9262 1.7543  0.29
H 2.8229 5.3328 2.7399  0.23
H 1.8417 5.0080 3.9991  0.20
C 1.3966 0.6000 7.6688  -0.41
C 2.7814 1.1822 7.9600  0.60
C 3.1036 1.4287 9.4952  -1.13
O 3.1068 0.2125 10.2304  -0.28
C 3.3263 0.1070 11.6258  -0.83
N 3.8485 0.3198 7.4641  -0.45
H 1.3905 -0.4898 7.6488  0.21
H 1.2422 0.8433 6.6176  -0.31
H 0.6083 0.9263 8.3472  0.53
H 2.9210 2.1089 7.4034  0.04
H 2.2767 2.0404 9.8560  0.42
H 3.9999 2.0273 9.6579  0.46
H 2.5710 0.6684 12.1759  0.31
H 4.2550 0.4687 12.0671  0.32
H 3.2146 -0.9153 11.9872  0.26
H 3.7220 0.2545 6.4642  -0.33
H 3.6578 -0.5892 7.8609  0.45
C -3.0500 4.2564 2.6428  -1.04
C -1.6450 4.3881 3.3009  0.11
C -1.1960 3.2644 4.2368  0.72
O -1.8603 3.2940 5.4559  -0.50
C -1.4367 2.3851 6.4432  -0.61
N -0.7109 4.4997 2.1883  -0.01
H -3.1591 3.3552 2.0394  -0.22
H -3.3032 5.1413 2.0590  0.39
H -3.7515 4.0323 3.4464  0.47
H -1.5532 5.3183 3.8617  0.38
H -0.1163 3.2678 4.3862  -0.32
H -1.3766 2.2623 3.8480  0.01
H -1.3444 1.4098 5.9653  0.14
H -2.1605 2.3758 7.2581  0.38
H -0.4958 2.5676 6.9623  0.28
H -0.7182 3.6376 1.6620  -0.15
H 0.2559 4.5692 2.4722  0.32
C -1.7708 4.8599 -3.4475  -1.47
C -0.9951 4.9430 -2.0727  1.97
C -0.0305 6.1833 -2.0159  -1.05
O 0.5543 6.3122 -0.7026  -0.44
C 1.6500 5.4764 -0.4333  -0.16
N -2.1027 4.9417 -1.0571  -0.48
H -2.3668 5.7498 -3.6502  0.50
H -2.4565 4.0149 -3.5089  0.39
H -1.1361 4.7008 -4.3193  -0.04
H -0.5348 3.9684 -1.9098  -0.66
H -0.5681 7.0953 -2.2757  0.34
H 0.7318 6.2398 -2.7930  0.37
H 2.5525 5.9381 -0.8340  0.53
H 1.5915 4.4567 -0.8141  0.11
H 1.8382 5.4984 0.6401  -0.25
H -2.7006 5.6754 -1.4098  0.36
H -1.6710 5.3300 -0.2307  0.12

* E: -110084.633 eV
* gap between HOMO and LUMO: 0.329 hartree
* E_LUMO: 0.5 eV